Entry 1:
DFT (the ωB97M-V functional and the def2-TZVPD basis) results for a 4-piece molecular cluster, C17H39INO5S3 overall.

The net charge is 0. As for the expectation value of S²: 0.75. For the gap between HOMO and LUMO (spin up / spin down), the calculation gives 8.643 / 8.400 eV. For the molar mass, the calculation gives 560.61 Da. The value obtained for the HOMO energy (spin up / spin down) is -0.30010 / -0.30011 Ha. The spin multiplicity is 2.

```
66
Properties=species:S:1:pos:R:3:nbo_charge:R:1
C -3.05 -2.22 2.39 -0.64
C -2.05 -3.17 1.75 -0.07
O -1.04 -2.57 0.94 -0.55
C -0.07 -1.77 1.53 0.30
I -0.72 0.35 1.46 0.01
C 0.29 -2.12 2.98 -0.52
C 1.65 -1.61 3.52 0.10
C 1.47 -0.38 4.41 -0.61
C 2.22 -2.69 4.46 -0.61
N 2.63 -1.27 2.45 0.01
O 2.69 -0.01 2.16 -0.37
C 2.50 -2.10 1.24 0.10
C 3.61 -1.63 0.26 -0.60
C 2.73 -3.60 1.50 -0.62
C 1.15 -1.84 0.57 -0.48
H -2.61 -1.52 3.09 0.21
H -3.58 -1.69 1.61 0.22
H -3.76 -2.84 2.93 0.21
H -2.63 -3.78 1.05 0.19
H -1.65 -3.89 2.46 0.17
H -0.46 -1.72 3.65 0.24
H 0.25 -3.20 3.13 0.22
H 2.43 0.06 4.67 0.23
H 0.98 -0.68 5.32 0.20
H 0.87 0.39 3.93 0.23
H 1.68 -2.68 5.40 0.22
H 3.28 -2.54 4.61 0.22
H 2.12 -3.69 4.03 0.21
H 4.47 -1.33 0.85 0.23
H 3.93 -2.43 -0.40 0.20
H 3.30 -0.76 -0.29 0.23
H 1.81 -4.11 1.77 0.20
H 3.50 -3.72 2.26 0.22
H 3.10 -4.06 0.59 0.22
H 0.97 -2.66 -0.13 0.24
H 1.22 -0.94 -0.03 0.24
C 0.71 4.19 -2.43 -0.82
S 2.41 3.74 -2.14 1.23
O 2.80 2.77 -3.21 -1.01
C 2.07 2.77 -0.66 -0.83
H 0.67 4.77 -3.36 0.22
H 0.10 3.30 -2.54 0.24
H 0.34 4.80 -1.61 0.25
H 1.37 1.98 -0.89 0.23
H 1.66 3.42 0.11 0.24
H 3.01 2.34 -0.31 0.24
C -4.01 4.39 -0.37 -0.83
S -2.74 3.13 -0.21 1.25
O -1.45 3.73 -0.65 -1.01
C -3.30 2.10 -1.56 -0.82
H -3.81 5.17 0.36 0.24
H -3.98 4.82 -1.38 0.23
H -4.99 3.95 -0.18 0.23
H -3.31 2.68 -2.48 0.26
H -4.30 1.72 -1.34 0.22
H -2.61 1.27 -1.66 0.25
C -1.51 1.56 -6.63 -0.83
S -2.41 0.65 -5.37 1.25
O -2.77 1.62 -4.30 -1.01
C -0.99 -0.28 -4.76 -0.83
H -2.20 2.24 -7.11 0.24
H -0.70 2.12 -6.17 0.24
H -1.11 0.86 -7.37 0.23
H -0.22 0.41 -4.43 0.24
H -0.62 -0.92 -5.56 0.23
H -1.33 -0.89 -3.93 0.24
```

***

Entry 2:
DFT (the ωB97M-V functional and the def2-TZVPD basis) results for C17H40AsN5O3PRhSSi as an isolated structure.

The net charge is +2. For the gap between HOMO and LUMO, the calculation gives 7.110 eV. For the energy above the lowest of the compared OMol25 structures with the same formula, charge and spin, the calculation gives 0.117 eV. For the molar mass, the calculation gives 631.49 Da. The value obtained for the HOMO energy is -0.53017 Ha.

```
70
Properties=species:S:1:pos:R:3:nbo_charge:R:1
Rh 0.36 0.40 0.58 0.49
C -2.22 -2.85 1.58 -0.97
As -0.72 -3.03 0.39 1.48
C 0.83 -3.57 1.38 -0.95
C -1.12 -4.38 -0.92 -0.95
S -0.39 -1.24 -0.80 -0.35
H -2.33 -3.77 2.15 0.26
H -3.11 -2.67 0.99 0.27
H -2.03 -2.00 2.24 0.27
H 0.60 -4.50 1.89 0.26
H 1.07 -2.79 2.10 0.24
H 1.66 -3.71 0.70 0.27
H -1.30 -5.32 -0.41 0.27
H -0.27 -4.48 -1.59 0.27
H -2.01 -4.08 -1.47 0.27
C -1.19 1.35 -2.48 -1.28
Si -0.95 1.91 -0.73 1.94
C -2.65 2.03 0.13 -0.60
C -3.56 2.83 -0.82 -0.62
C -2.61 2.73 1.49 -0.60
C -3.26 0.64 0.30 -0.61
C 0.26 3.40 -0.63 -0.59
C -0.50 4.70 -0.98 -0.61
C 1.37 3.23 -1.68 -0.61
C 0.89 3.53 0.75 -0.59
H -1.50 2.23 -3.05 0.27
H -1.97 0.59 -2.58 0.26
H -0.28 0.98 -2.96 0.27
H -3.21 3.85 -0.99 0.22
H -4.56 2.90 -0.37 0.23
H -3.68 2.35 -1.79 0.22
H -2.25 3.75 1.43 0.22
H -1.97 2.19 2.19 0.18
H -3.62 2.76 1.90 0.21
H -3.31 0.09 -0.64 0.22
H -4.29 0.75 0.67 0.22
H -2.71 0.03 1.02 0.21
H -0.98 4.66 -1.96 0.22
H 0.21 5.52 -1.00 0.23
H -1.27 4.95 -0.24 0.21
H 0.99 3.14 -2.69 0.23
H 2.00 2.36 -1.47 0.19
H 2.03 4.10 -1.64 0.23
H 0.16 3.71 1.54 0.23
H 1.60 4.36 0.75 0.23
H 1.47 2.64 1.04 0.17
N -1.48 2.02 5.29 -0.69
C -1.32 0.58 4.91 -0.61
P -0.06 0.57 3.54 2.13
O 0.32 2.02 3.40 -1.14
O -0.71 -0.13 2.35 -1.14
C 1.46 -0.30 4.08 -0.60
N 2.59 0.33 3.38 -0.85
H -2.43 2.35 5.17 0.45
H -0.84 2.55 4.64 0.49
H -1.19 2.21 6.25 0.45
H -2.27 0.21 4.52 0.26
H -1.04 0.00 5.78 0.26
H 1.40 -1.36 3.81 0.23
H 1.54 -0.24 5.17 0.23
H 3.47 0.02 3.79 0.41
H 2.53 1.34 3.50 0.41
H 2.72 -0.11 1.75 0.51
O 2.68 -0.68 0.90 -0.57
N 2.29 0.03 -0.19 -0.06
C 2.73 -0.51 -1.28 0.09
C 2.33 0.00 -2.55 0.21
N 2.01 0.34 -3.60 -0.15
C 3.59 -1.65 -1.25 0.21
N 4.27 -2.57 -1.20 -0.14
```

***

Entry 3:
DFT (the ωB97M-V functional and the def2-TZVPD basis) results for a 9-piece molecular cluster, C17H40Br3F3N6O9 overall.

The net charge is 0. For the gap between HOMO and LUMO, the calculation gives 2.906 eV. For the molar mass, the calculation gives 769.25 Da. The value obtained for the HOMO energy is -0.19735 Ha.

```
78
Properties=species:S:1:pos:R:3:lowdin_charge:R:1
O -0.87 0.30 0.61 0.40
H -0.74 -0.35 -0.09 0.19
H -0.87 -0.14 1.46 0.19
H -0.16 0.95 0.60 0.19
C 3.55 4.81 -1.58 -0.45
O 2.30 5.47 -1.38 -0.12
O 3.30 3.56 -0.99 -0.32
C 4.11 4.75 -3.14 -0.68
F 4.25 5.95 -3.63 0.14
F 5.23 4.18 -3.22 0.20
F 3.27 4.08 -3.95 0.12
C 2.37 6.88 -1.39 -0.28
C 0.94 7.22 -0.85 -0.08
H 0.88 8.28 -0.61 0.05
H 0.20 6.99 -1.61 0.06
H 0.63 6.70 0.05 0.07
H 2.73 7.38 -2.29 0.10
H 3.12 7.33 -0.74 0.10
H 4.30 5.28 -0.95 0.12
C 3.51 3.90 5.90 -1.46
Br 4.45 5.67 6.16 0.50
Br 1.54 4.27 6.02 0.47
Br 4.13 2.39 7.02 0.52
H 3.60 3.51 4.88 -0.04
O -6.89 -1.03 1.08 -0.05
C -7.78 -0.53 0.30 -0.57
N -7.37 0.07 -0.79 0.15
C -9.28 -0.76 0.37 -0.01
H -8.12 0.21 -1.45 0.10
H -6.40 0.26 -1.02 0.13
H -9.60 -1.01 1.38 0.09
H -9.45 -1.70 -0.16 0.09
H -9.85 -0.06 -0.24 0.08
O 7.29 -4.07 3.69 0.05
C 6.53 -3.22 3.33 -0.65
N 6.84 -2.21 2.56 0.16
C 4.99 -3.40 3.56 -0.01
H 6.08 -1.60 2.28 0.10
H 7.78 -2.04 2.26 0.12
H 4.59 -4.28 3.05 0.08
H 4.48 -2.48 3.28 0.06
H 4.78 -3.65 4.60 0.07
O -2.75 2.93 -5.42 0.00
C -3.33 3.62 -6.28 -0.61
N -4.51 3.35 -6.79 0.16
C -2.64 4.80 -6.88 -0.03
H -4.91 4.00 -7.44 0.11
H -5.04 2.54 -6.49 0.12
H -2.94 5.79 -6.54 0.08
H -2.60 4.82 -7.97 0.08
H -1.58 4.86 -6.62 0.09
O -1.43 -1.78 5.99 0.02
C -2.03 -2.04 7.00 -0.59
N -3.42 -2.01 6.95 0.14
C -1.26 -2.48 8.20 -0.01
H -4.09 -2.17 7.68 0.10
H -3.79 -1.98 6.01 0.10
H -1.96 -2.80 8.97 0.07
H -0.65 -1.72 8.69 0.09
H -0.73 -3.39 7.92 0.09
O 2.96 -4.69 -5.73 0.00
C 2.68 -3.56 -5.33 -0.58
N 3.32 -3.10 -4.23 0.15
C 1.58 -2.74 -5.99 -0.01
H 3.24 -2.11 -4.04 0.10
H 4.02 -3.64 -3.75 0.11
H 1.45 -1.79 -5.48 0.07
H 0.62 -3.27 -5.98 0.08
H 1.74 -2.46 -7.03 0.08
O -0.65 -5.68 0.38 0.02
C -0.69 -6.84 0.76 -0.69
N -1.23 -7.22 1.88 0.17
C -0.27 -7.90 -0.16 -0.02
H -1.55 -6.55 2.57 0.13
H -1.40 -8.21 1.95 0.11
H 0.30 -7.53 -1.01 0.09
H -1.20 -8.30 -0.55 0.10
H 0.32 -8.62 0.40 0.09
```